i | ORCA calculation (the ωB97M-V functional and the def2-TZVPD basis) on a molecular structure, C47H45AsN9OS2V.

Structure (XYZ):
```
106
Properties=species:S:1:pos:R:3:lowdin_charge:R:1
V 0.20 -0.02 0.59 0.464
C -1.73 2.93 2.79 -0.055
C -1.29 2.71 4.10 -0.064
C -0.51 1.61 4.35 -0.001
C -0.18 0.72 3.31 -0.371
N -0.59 0.97 2.03 -0.058
C -1.35 2.04 1.81 -0.116
N 0.52 -0.38 3.65 0.157
C 0.43 -1.45 2.88 -0.308
N -0.38 -1.51 1.79 -0.010
C -0.77 -2.80 1.60 -0.280
N -1.85 -3.21 0.97 0.155
C -2.88 -2.37 0.71 -0.365
C -4.03 -2.93 0.11 -0.018
C -5.16 -2.15 -0.03 -0.090
C -5.14 -0.84 0.42 -0.082
C -3.96 -0.36 0.95 -0.147
N -2.86 -1.07 1.08 0.136
C 0.08 -3.66 2.42 -0.086
C 0.20 -5.04 2.54 -0.015
C 1.07 -5.54 3.49 -0.083
C 1.79 -4.69 4.33 -0.082
C 1.67 -3.32 4.23 -0.021
C 0.83 -2.80 3.25 -0.097
H -2.36 3.77 2.55 0.101
H -1.55 3.39 4.89 0.102
H -0.15 1.37 5.34 0.110
H -1.66 2.19 0.78 0.110
H -4.01 -3.96 -0.19 0.103
H -6.06 -2.57 -0.48 0.101
H -6.01 -0.21 0.37 0.080
H -3.89 0.67 1.30 0.102
H -0.37 -5.70 1.90 0.113
H 1.19 -6.61 3.60 0.098
H 2.46 -5.12 5.07 0.099
H 2.23 -2.65 4.87 0.119
S 2.21 1.08 1.50 0.716
C 2.33 2.29 0.20 -0.738
N 3.27 3.20 0.16 0.041
N 4.14 3.25 1.18 -0.029
C 5.15 4.16 1.22 -0.254
C 5.97 4.26 2.35 -0.044
C 7.01 5.17 2.37 -0.119
C 7.25 5.99 1.28 -0.132
C 6.44 5.90 0.16 -0.109
C 5.40 5.00 0.12 -0.036
N 1.45 2.29 -0.77 0.031
N 0.47 1.41 -0.71 -0.155
C -0.34 1.37 -1.79 -0.269
C -0.20 2.07 -2.97 -0.047
C -0.66 1.62 -4.22 -0.105
C -0.79 0.32 -4.64 -0.113
C -0.55 -0.84 -3.85 -0.085
C -0.70 -0.77 -2.51 -0.188
H 4.00 2.59 1.95 0.075
H 5.78 3.62 3.19 0.103
H 7.64 5.23 3.25 0.094
H 8.07 6.70 1.31 0.086
H 6.63 6.53 -0.70 0.096
H 4.76 4.91 -0.74 0.095
H 0.38 2.99 -2.93 0.096
H -0.73 2.38 -5.00 0.090
H -0.97 0.16 -5.70 0.084
H -0.21 -1.74 -4.34 0.096
H -1.41 -1.75 -0.76 0.061
C 0.82 -3.83 -1.60 -0.154
C 2.01 -3.35 -0.77 -0.381
As 2.05 -1.40 -0.39 1.232
C 3.87 -1.47 0.43 -0.435
C 3.85 -1.91 1.89 -0.191
C 2.64 -0.63 -2.12 -0.363
C 3.74 -1.34 -2.90 -0.157
H 0.97 -4.88 -1.90 0.067
H 0.72 -3.23 -2.50 0.054
H -0.09 -3.77 -1.02 0.047
H 2.95 -3.61 -1.27 0.058
H 2.00 -3.86 0.20 0.053
H 4.30 -0.46 0.35 0.050
H 4.49 -2.16 -0.16 0.059
H 3.24 -1.22 2.47 0.017
H 4.86 -1.91 2.31 0.069
H 3.44 -2.91 1.99 0.053
H 2.97 0.39 -1.89 0.066
H 1.75 -0.54 -2.75 0.046
H 4.67 -1.36 -2.35 0.057
H 3.91 -0.82 -3.84 0.069
H 3.45 -2.37 -3.13 0.056
C -7.88 0.54 -1.67 -0.070
C -8.18 1.33 -2.90 -0.770
O -9.29 1.57 -3.32 -0.007
S -6.77 1.96 -3.78 1.022
C -5.31 1.39 -2.92 -0.550
C -4.90 0.06 -3.01 -0.102
C -3.66 -0.31 -2.53 -0.010
C -2.78 0.64 -2.00 -0.137
C -3.23 1.95 -1.87 -0.017
C -4.48 2.32 -2.31 -0.097
C -1.38 0.31 -1.73 -0.299
C -0.76 -0.96 -1.11 -0.150
H -8.78 0.45 -1.07 0.088
H -7.09 1.02 -1.10 0.061
H -7.54 -0.45 -1.95 0.081
H -5.54 -0.67 -3.48 0.109
H -3.34 -1.34 -2.63 0.125
H -2.58 2.70 -1.44 0.114
H -4.81 3.35 -2.22 0.101
```

- M: 941.9 g/mol
- E_LUMO (alpha / beta): 1.25 / 1.19 eV
- Total charge: -1
- <S²>: 3.8371
- Spin multiplicity: 4



ii | ORCA calculation (the ωB97M-V functional and the def2-TZVPD basis) on a molecular structure, C47H45AsN9OS2V.

Structure (XYZ):
```
106
Properties=species:S:1:pos:R:3:lowdin_charge:R:1
V -1.43 -0.23 0.18 0.556
C -0.07 -0.57 5.30 -0.083
C 1.08 -1.18 4.82 -0.070
C 0.99 -1.95 3.68 -0.014
C -0.24 -2.06 3.02 -0.354
N -1.34 -1.41 3.44 0.127
C -1.24 -0.71 4.58 -0.163
N -0.36 -3.02 2.05 0.182
C -1.22 -3.07 1.11 -0.301
N -1.94 -2.09 0.42 0.001
C -2.84 -2.74 -0.37 -0.309
N -3.83 -2.24 -1.06 0.134
C -4.16 -0.93 -1.06 -0.353
C -5.37 -0.64 -1.73 -0.024
C -5.86 0.64 -1.79 -0.075
C -5.10 1.66 -1.20 -0.061
C -3.91 1.32 -0.59 -0.147
N -3.42 0.06 -0.49 0.022
C -2.64 -4.19 -0.31 -0.095
C -3.26 -5.27 -0.92 -0.015
C -2.82 -6.54 -0.59 -0.087
C -1.79 -6.74 0.33 -0.079
C -1.18 -5.66 0.95 -0.004
C -1.61 -4.40 0.60 -0.093
H -0.06 0.02 6.21 0.093
H 2.02 -1.07 5.34 0.105
H 1.85 -2.46 3.27 0.114
H -2.15 -0.24 4.93 0.097
H -5.90 -1.47 -2.16 0.109
H -6.80 0.86 -2.28 0.105
H -5.41 2.69 -1.22 0.105
H -3.31 2.10 -0.16 0.096
H -4.06 -5.11 -1.63 0.110
H -3.28 -7.40 -1.06 0.097
H -1.47 -7.75 0.57 0.098
H -0.38 -5.79 1.67 0.115
S 0.84 -0.72 -0.12 0.657
C 1.42 0.48 1.10 -0.746
N 2.68 0.59 1.42 -0.001
N 3.59 -0.23 0.77 -0.048
C 4.65 -0.76 1.45 -0.273
C 5.07 -0.22 2.68 -0.052
C 6.16 -0.78 3.33 -0.119
C 6.85 -1.86 2.78 -0.144
C 6.44 -2.38 1.56 -0.125
C 5.35 -1.84 0.90 -0.051
N 0.53 1.28 1.70 0.015
N -0.76 1.24 1.17 -0.281
C -1.63 2.11 1.93 -0.227
C -1.17 3.37 2.31 -0.007
C -2.00 4.21 3.03 -0.080
C -3.28 3.82 3.37 -0.103
C -3.73 2.55 3.01 -0.087
C -2.90 1.69 2.31 -0.060
H 3.20 -0.80 0.02 0.049
H 4.52 0.61 3.09 0.090
H 6.48 -0.36 4.28 0.092
H 7.70 -2.29 3.30 0.082
H 6.96 -3.23 1.13 0.091
H 5.01 -2.26 -0.04 0.101
H -0.16 3.64 2.05 0.113
H -1.64 5.19 3.33 0.099
H -3.93 4.48 3.93 0.094
H -4.72 2.22 3.30 0.101
H -3.21 0.68 2.11 0.101
C 1.31 -1.48 -3.62 -0.185
C 0.27 -0.39 -3.85 -0.420
As -1.42 -0.70 -2.86 1.263
C -2.48 0.62 -3.88 -0.407
C -2.09 2.07 -3.58 -0.167
C -2.00 -2.34 -3.83 -0.414
C -2.22 -2.23 -5.33 -0.175
H 2.27 -1.21 -4.07 0.068
H 0.99 -2.43 -4.05 0.055
H 1.46 -1.63 -2.55 -0.001
H 0.04 -0.28 -4.92 0.058
H 0.64 0.58 -3.50 0.046
H -3.53 0.46 -3.66 0.049
H -2.33 0.42 -4.94 0.052
H -2.20 2.30 -2.52 0.028
H -2.71 2.76 -4.15 0.068
H -1.04 2.25 -3.84 0.061
H -2.92 -2.67 -3.34 0.037
H -1.25 -3.10 -3.60 0.057
H -3.07 -1.60 -5.56 0.057
H -2.42 -3.22 -5.75 0.065
H -1.34 -1.83 -5.84 0.057
C 5.09 3.63 1.49 -0.037
C 5.89 4.55 0.60 -0.735
O 7.00 4.92 0.85 -0.019
S 5.16 5.20 -0.91 0.996
C 3.57 4.43 -1.09 -0.566
C 2.40 5.17 -0.87 -0.110
C 1.17 4.55 -0.92 -0.033
C 1.07 3.16 -1.15 -0.222
C 2.25 2.46 -1.49 -0.027
C 3.47 3.09 -1.47 -0.105
C -0.09 2.43 -0.92 0.003
C -0.86 1.63 -0.32 -0.258
H 5.78 2.99 2.04 0.084
H 4.36 3.03 0.97 0.052
H 4.55 4.25 2.21 0.097
H 2.48 6.22 -0.64 0.098
H 0.26 5.11 -0.71 0.109
H 2.19 1.40 -1.70 0.092
H 4.38 2.55 -1.73 0.113
```

- M: 941.9 g/mol
- E_LUMO (alpha / beta): 1.46 / 1.41 eV
- Total charge: -1
- <S²>: 3.8143
- Spin multiplicity: 4



i ends up most stable, edging out the next structure by 27.7 kJ/mol.